ORCA calculation (ωB97M-V/def2-TZVPD) on a structure of composition C18H18AuBr2N3SSi.

Results
- Kohn-Sham gap: 6.97 eV
- LUMO energy: -0.29826 hartree

Structure (ORCA input):
```
! RIJCOSX wB97M-V def2-TZVPD def2/J DEFGRID3
* xyz 2 1
Au 0.734 -1.153 -0.335
Br 2.510 -3.744 5.607
Br 7.355 -1.206 -0.084
S 0.282 0.856 -1.379
Si -2.699 2.941 -1.513
N -1.251 -0.848 -0.437
N 2.763 -1.202 -0.358
N 1.142 -2.237 1.468
C 5.503 -1.216 -0.207
C 1.952 -3.136 3.943
C -2.558 1.110 -0.925
C 4.736 -1.665 0.866
C -1.818 3.964 -0.231
C -4.512 3.321 -1.618
C -1.865 3.037 -3.176
C 3.363 -1.659 0.764
C 2.451 -2.201 1.801
C 4.870 -0.795 -1.371
C -3.558 -0.985 -0.124
C 0.247 -2.698 2.347
C 0.607 -3.155 3.596
C -3.660 0.350 -0.521
C 3.495 -0.799 -1.408
C -2.319 -1.577 -0.079
C -1.365 0.415 -0.877
C 2.885 -2.649 3.031
H -1.866 5.020 -0.505
H -0.145 -3.521 4.279
H -4.640 4.343 -1.981
H 5.433 -0.462 -2.231
H -1.960 4.055 -3.564
H -5.032 2.665 -2.319
H -0.760 3.702 -0.147
H -2.153 -2.605 0.212
H -4.436 -1.555 0.144
H -4.643 0.806 -0.534
H -0.788 -2.700 2.035
H -2.324 2.365 -3.903
H 5.226 -2.035 1.754
H 3.930 -2.624 3.300
H -5.012 3.264 -0.649
H -2.274 3.859 0.755
H -0.796 2.818 -3.144
H 2.952 -0.465 -2.282
*
```

Atomic partial charges in e from the Mulliken method, atoms 1 to 2: Au 0.951; Br -0.041

ORCA calculation (ωB97M-V/def2-TZVPD) on the ion C4H3I2O2 with charge -1 in a non-equilibrium geometry.

Results
- Kohn-Sham gap: 7.30 eV
- LUMO energy: 0.10086 hartree
- Structure (SMILES): C/C(I)=C(\I)C(=O)[O-]

Structure (ORCA input):
```
! RIJCOSX wB97M-V def2-TZVPD def2/J DEFGRID3
* xyz -1 1
I 1.303 -2.098 -0.546
I -1.121 2.292 0.278
O 1.794 2.201 -0.277
O 2.169 0.557 -1.801
C -0.013 -0.602 0.025
C -1.221 -0.967 0.765
C 1.536 1.187 -0.964
C 0.153 0.719 -0.569
H -1.102 -1.976 1.436
H -1.448 -0.108 1.452
H -2.050 -1.205 0.201
*
```

Atomic partial charges in e from the Mulliken method, atoms 1 to 2: I 0.051; I -0.033

ORCA calculation (ωB97M-V/def2-TZVPD) on the molecule C19H23NO3.

Results
- Kohn-Sham gap: 8.85 eV
- LUMO energy: 0.02323 hartree
- Structure (SMILES): COc1ccc(CCNC(=O)CCc2ccc(OC)cc2)cc1

Structure (ORCA input):
```
! RIJCOSX wB97M-V def2-TZVPD def2/J DEFGRID3
* xyz 0 1
O 1.779 2.105 0.441
O 1.425 2.724 -5.226
O -3.564 -3.626 3.413
N 0.108 0.619 0.728
C 1.934 -1.004 -0.996
C -1.178 -0.821 3.327
C 1.821 -0.052 -2.154
C -3.276 -0.169 2.402
C 2.957 0.440 -2.778
C -1.666 -2.096 3.568
C 0.483 1.323 -3.610
C 2.874 1.363 -3.806
C 2.313 -0.239 0.283
C -1.412 1.521 2.444
C -2.818 -4.647 4.027
C -2.974 -2.412 3.223
C 1.631 1.818 -4.229
C -3.775 -1.431 2.635
C 1.396 0.956 0.496
C 0.582 0.404 -2.588
C -1.969 0.160 2.749
C 2.546 3.288 -5.861
C -0.927 1.589 0.986
H 0.984 -1.523 -0.853
H -2.178 2.284 2.589
H -4.789 -1.689 2.374
H -0.571 1.741 3.103
H -1.941 -4.921 3.432
H 3.931 0.099 -2.459
H -3.911 0.579 1.950
H -2.499 -4.362 5.035
H 2.149 3.990 -6.592
H -0.494 2.569 0.775
H -1.017 -2.827 4.025
H -1.768 1.410 0.308
H -0.142 -0.350 0.847
H -0.319 0.036 -2.118
H 3.142 2.528 -6.377
H 2.262 -0.904 1.148
H 3.330 0.145 0.194
H 2.702 -1.754 -1.197
H 3.783 1.721 -4.262
H 3.181 3.827 -5.150
H -0.160 -0.589 3.607
H -3.488 -5.504 4.092
H -0.476 1.682 -3.947
*
```

Atomic partial charges in e from the Mulliken method, atoms 1 to 2: O -0.689; O -0.449

ORCA calculation (ωB97M-V/def2-TZVPD) on a cluster of 3 separate species, CH9N3O in total in a non-equilibrium geometry.

Results
- Kohn-Sham gap (alpha / beta): 7.86 / 8.07 eV
- LUMO energy (alpha / beta): 0.03617 / 0.02426 hartree

Structure (ORCA input):
```
! RIJCOSX wB97M-V def2-TZVPD def2/J DEFGRID3
* xyz 0 1
O 1.076 0.371 1.568
N -1.180 0.718 1.647
N -0.111 0.200 -0.825
N -0.224 -0.159 1.172
C 0.522 -1.023 -1.330
H 0.347 -1.129 -2.396
H 0.405 1.065 -0.904
H -0.883 1.692 1.585
H -1.410 0.489 2.611
H -1.155 0.161 -0.624
H -0.681 0.882 -2.287
H 1.607 -0.419 1.731
H 0.098 -1.889 -0.828
H 1.589 -0.960 -1.121
*
```

Atomic partial charges in e from the Mulliken method, atoms 1 to 2: O -0.443; N -0.443

Electronic energy values, unit a.u., following the record order: -6831.8726 -900.1026 -1018.2862 -282.7210.
Energy above the lowest of the compared OMol25 structures with the same formula, charge and spin values, unit eV, following the record order: 0.000 0.552 1.067 5.254.